{"formula": "C25H29IrN2O3P2S4", "method": "ωB97M-V/def2-TZVPD", "e_homo_ha": [-0.1754, -0.1704], "s_squared": 0.75, "total_energy_ev": -100283.4333, "multiplicity": 2, "total_charge": -1, "elements": ["Ir", "C", "C", "O", "P", "S", "S", "O", "C", "C", "H", "H", "H", "H", "H", "H", "H", "H", "H", "H", "C", "C", "N", "O", "H", "H", "H", "H", "H", "S", "P", "S", "C", "C", "C", "C", "C", "C", "C", "C", "C", "C", "C", "C", "H", "H", "H", "H", "H", "H", "H", "H", "H", "H", "N", "C", "C", "C", "C", "C", "C", "C", "H", "H", "H", "H"], "positions_angstrom": [[0.4578, 1.5554, 0.3082], [2.9587, 5.0306, 4.3843], [3.3808, 3.5976, 4.1488], [2.3612, 2.7160, 4.6439], [1.6150, 1.6842, 3.6695], [0.4195, 0.5252, 4.6441], [0.8652, 2.8798, 2.1821], [2.9076, 0.9191, 3.0694], [2.7387, -0.2570, 2.2688], [3.1354, -1.4858, 3.0578], [3.7519, 5.7128, 4.0713], [2.7494, 5.1981, 5.4411], [2.0593, 5.2505, 3.8099], [4.2950, 3.3551, 4.6950], [3.5531, 3.4148, 3.0878], [3.3761, -0.1212, 1.3927], [1.6986, -0.3386, 1.9351], [4.1644, -1.3974, 3.4099], [3.0528, -2.3755, 2.4299], [2.4760, -1.5966, 3.9175], [3.4749, 2.0666, -2.7933], [2.9428, 1.4591, -1.5274], [3.0532, 0.1324, -1.3908], [2.4251, 2.1691, -0.6568], [4.3309, 1.5185, -3.1840], [3.7345, 3.1064, -2.6160], [2.6642, 2.0282, -3.5247], [3.2184, -0.4429, -2.2036], [2.4345, -0.3086, -0.7176], [0.9309, -2.4121, -1.5647], [-0.4945, -1.1647, -2.1237], [-0.2551, 0.8504, -1.8653], [-2.0988, -1.6566, -1.4123], [-3.0569, -0.7116, -1.0661], [-4.2706, -1.1171, -0.5321], [-4.5331, -2.4656, -0.3419], [-3.5791, -3.4111, -0.6925], [-2.3643, -3.0097, -1.2251], [-0.8321, -1.2904, -3.9211], [-1.9074, -0.5929, -4.4693], [-2.1672, -0.6644, -5.8271], [-1.3566, -1.4359, -6.6512], [-0.2886, -2.1332, -6.1100], [-0.0278, -2.0624, -4.7474], [-2.8271, 0.3412, -1.1676], [-4.9983, -0.3736, -0.2328], [-5.4685, -2.7784, 0.1045], [-3.7746, -4.4637, -0.5308], [-1.6012, -3.7392, -1.4664], [-2.5367, 0.0114, -3.8284], [-3.0039, -0.1190, -6.2449], [-1.5617, -1.4940, -7.7130], [0.3430, -2.7389, -6.7481], [0.7965, -2.6105, -4.3083], [-4.9888, -2.1017, 3.7253], [-4.1162, -1.5200, 3.2491], [-3.0439, -0.8022, 2.6277], [-1.9037, -1.4772, 2.1967], [-0.9056, -0.7901, 1.5332], [-0.9921, 0.5879, 1.2920], [-2.1370, 1.2509, 1.7641], [-3.1523, 0.5708, 2.4107], [-1.8155, -2.5437, 2.3627], [-0.0461, -1.3480, 1.1786], [-2.2290, 2.3213, 1.6322], [-4.0313, 1.0984, 2.7603]], "forces_ev_per_a": [[-0.43, -0.19, -0.07], [0.00, -0.02, 0.00], [-0.01, 0.00, 0.00], [0.02, -0.04, 0.05], [0.02, 0.04, -0.07], [0.02, 0.04, 0.01], [0.17, 0.11, 0.14], [-0.01, 0.04, 0.01], [-0.01, -0.04, 0.06], [0.00, 0.01, -0.01], [0.00, 0.01, 0.00], [0.00, 0.00, 0.01], [0.00, 0.00, 0.00], [-0.01, 0.00, -0.01], [0.00, 0.00, 0.00], [0.00, -0.01, 0.00], [0.10, 0.03, 0.00], [0.01, -0.01, 0.00], [0.00, 0.00, -0.01], [0.00, 0.00, 0.01], [0.02, 0.01, 0.05], [0.13, -0.12, -0.05], [-0.11, -0.07, -0.07], [-0.32, 0.04, 0.08], [0.00, 0.00, -0.01], [0.01, 0.00, 0.00], [0.00, 0.01, 0.00], [0.02, 0.10, 0.03], [0.00, -0.03, -0.01], [0.08, 0.04, -0.01], [-0.12, 0.07, 0.03], [0.20, 0.01, -0.04], [0.02, -0.04, 0.02], [0.02, 0.01, 0.03], [-0.03, -0.01, 0.02], [-0.02, 0.01, 0.00], [0.00, -0.02, 0.01], [0.00, 0.00, 0.02], [0.06, 0.03, 0.02], [0.02, 0.02, 0.04], [-0.01, -0.01, -0.02], [0.00, 0.01, -0.01], [0.01, -0.02, -0.02], [0.01, -0.01, 0.04], [-0.01, 0.00, -0.02], [-0.01, 0.00, 0.00], [-0.01, 0.00, 0.00], [0.00, -0.01, 0.00], [0.00, 0.00, -0.01], [-0.02, 0.01, 0.01], [-0.01, 0.00, 0.00], [0.00, 0.00, 0.00], [0.00, 0.00, 0.00], [0.01, 0.00, 0.00], [-0.01, 0.00, 0.00], [-0.05, -0.05, 0.04], [0.04, 0.07, -0.02], [0.00, -0.01, -0.07], [-0.08, 0.00, -0.02], [0.14, -0.03, -0.07], [0.16, 0.02, -0.11], [0.01, -0.04, 0.00], [0.00, 0.00, 0.00], [-0.03, 0.00, -0.03], [0.01, 0.03, 0.01], [0.00, 0.00, 0.00]], "mulliken_charge": [1.61, -1.12, -0.27, -0.41, 0.99, -0.46, -0.57, -0.44, 1.00, -1.49, 0.37, 0.29, 0.24, 0.34, 0.32, 0.11, -0.84, 0.38, 0.38, 0.29, -1.28, 0.92, -0.14, -0.71, 0.39, 0.33, 0.25, 0.29, -0.19, -0.54, 1.31, -0.84, 0.44, -0.19, -0.87, -0.45, -0.71, -0.63, 0.33, -0.48, -0.69, -0.41, -0.53, -0.42, 0.46, 0.37, 0.42, 0.39, 0.37, 0.33, 0.38, 0.36, 0.38, 0.33, -0.67, -0.24, 0.53, -0.78, 0.12, 0.06, -0.65, -0.69, 0.49, 0.29, 0.37, 0.46]}

=====

{"formula": "C46H44FN4O6S2", "method": "ωB97M-V/def2-TZVPD", "e_homo_ha": -0.1887, "total_energy_ev": -91051.4529, "multiplicity": 1, "total_charge": -1, "elements": ["C", "C", "C", "C", "N", "C", "F", "C", "C", "C", "C", "C", "N", "C", "C", "C", "S", "C", "S", "N", "C", "C", "N", "C", "C", "O", "O", "H", "H", "H", "H", "H", "H", "H", "H", "H", "H", "H", "H", "H", "H", "H", "H", "H", "H", "H", "H", "H", "H", "H", "H", "H", "H", "H", "H", "C", "C", "C", "C", "C", "C", "C", "O", "C", "C", "C", "C", "C", "C", "C", "O", "H", "H", "H", "H", "H", "H", "H", "H", "C", "C", "C", "C", "C", "C", "C", "O", "C", "C", "C", "C", "C", "C", "C", "O", "H", "H", "H", "H", "H", "H", "H", "H"], "positions_angstrom": [[-5.0345, 3.5190, 5.0932], [-3.7948, 3.1086, 4.2816], [-4.1705, 2.0714, 3.1947], [-3.7017, 0.6353, 3.5161], [-3.9525, 2.5399, 1.8280], [-5.0082, 2.1647, 0.9534], [-5.4313, 0.8314, 1.1616], [-6.2727, 3.0534, 1.0983], [-7.5129, 2.3512, 1.6486], [-2.6162, 2.6773, 1.1944], [-2.7631, 3.8832, 0.2037], [-3.4921, 5.0681, 0.7797], [-3.8773, 6.0882, 0.1256], [-1.4364, 3.0998, 2.0946], [-0.8021, 2.1338, 3.1011], [-0.1946, 0.8753, 2.5005], [1.1939, 1.3172, 1.4190], [1.7734, -0.2571, 0.9939], [3.3405, -0.6616, 1.0040], [0.7542, -1.1595, 0.5839], [0.1575, -2.1063, 1.3847], [-0.7805, -2.7040, 0.6107], [-0.7734, -2.1593, -0.6453], [0.1512, -1.2484, -0.6369], [-2.1913, 1.4657, 0.2703], [-2.6433, 0.3421, 0.5510], [-1.3928, 1.7774, -0.6370], [-5.6813, 4.1432, 4.4741], [-4.7721, 4.0459, 6.0085], [-5.6223, 2.6310, 5.3356], [-3.4132, 4.0154, 3.8197], [-3.0724, 2.7076, 4.9916], [-5.2546, 1.9993, 3.2941], [-3.4639, 0.5778, 4.5843], [-4.4997, -0.0788, 3.3359], [-2.8235, 0.3455, 2.9550], [-4.6882, 2.1836, -0.0841], [-6.5411, 3.3908, 0.0946], [-6.0341, 3.9448, 1.6744], [-7.3270, 1.8643, 2.6043], [-8.3071, 3.0841, 1.8026], [-7.8802, 1.6045, 0.9486], [-3.2627, 3.5682, -0.7105], [-1.7814, 4.2483, -0.0915], [-3.7388, 5.0645, 1.8405], [-3.6180, 5.9709, -0.8582], [-0.6453, 3.4130, 1.4137], [-1.7181, 4.0075, 2.6348], [-1.4341, 1.8620, 3.9400], [0.0283, 2.6782, 3.5692], [-0.9175, 0.2814, 1.9453], [0.2023, 0.2464, 3.2990], [0.4203, -2.2937, 2.4099], [-1.4629, -3.4763, 0.9200], [0.4064, -0.6108, -1.4646], [6.6283, -1.8619, 0.2396], [6.3998, -0.5087, 0.0179], [7.3390, 0.4296, 0.4117], [8.5084, 0.0190, 1.0394], [8.7292, -1.3405, 1.2809], [7.7889, -2.2772, 0.8704], [9.9524, -1.8068, 1.9885], [10.1541, -2.9854, 2.1951], [10.9297, -0.7753, 2.4466], [12.0546, -1.1785, 3.1553], [12.9788, -0.2389, 3.5780], [12.7877, 1.1081, 3.2879], [11.6666, 1.5154, 2.5858], [10.7302, 0.5773, 2.1696], [9.5131, 1.0423, 1.4397], [9.3543, 2.2178, 1.1873], [5.8927, -2.5901, -0.0755], [5.4923, -0.1857, -0.4682], [7.1701, 1.4835, 0.2404], [7.9728, -3.3268, 1.0524], [12.1945, -2.2284, 3.3720], [13.8521, -0.5543, 4.1340], [13.5144, 1.8406, 3.6142], [11.5051, 2.5599, 2.3580], [-2.9539, -5.7578, -9.2023], [-2.0251, -6.4361, -8.4195], [-1.7985, -6.0415, -7.1123], [-2.4921, -4.9602, -6.5829], [-3.4086, -4.2685, -7.3736], [-3.6432, -4.6768, -8.6811], [-4.1372, -3.0770, -6.8423], [-4.9387, -2.4868, -7.5392], [-3.8418, -2.6457, -5.4525], [-4.4656, -1.5100, -4.9525], [-4.2137, -1.0964, -3.6542], [-3.3447, -1.8165, -2.8427], [-2.7141, -2.9474, -3.3371], [-2.9523, -3.3634, -4.6417], [-2.2432, -4.5625, -5.1622], [-1.4826, -5.2076, -4.4721], [-3.1356, -6.0723, -10.2219], [-1.4791, -7.2749, -8.8316], [-1.0831, -6.5635, -6.4920], [-4.3642, -4.1384, -9.2805], [-5.1431, -0.9554, -5.5870], [-4.6953, -0.2081, -3.2674], [-3.1483, -1.4943, -1.8267], [-2.0321, -3.4993, -2.7057]], "forces_ev_per_a": [[0.00, -0.31, -0.44], [-0.45, 0.13, 0.21], [-0.23, -0.07, 0.24], [0.11, 0.28, 0.58], [0.50, -0.34, 0.19], [-0.46, 0.09, 0.07], [0.02, -0.04, -0.02], [-0.23, -0.33, -0.27], [-0.01, 0.19, 0.14], [-0.16, 0.45, -1.11], [-0.11, 0.24, 0.55], [-0.25, 0.22, -0.18], [0.08, -0.09, 0.02], [-0.41, -0.18, 0.54], [0.61, 0.31, -0.10], [-0.44, -0.39, -0.01], [0.43, 0.11, 0.24], [-0.29, 0.21, -0.13], [-0.03, -0.08, -0.05], [0.28, -0.21, 0.33], [-0.07, -0.38, 0.27], [-0.02, 0.07, 0.04], [-0.15, -0.47, -0.30], [-0.25, 0.29, -0.10], [0.24, -0.10, 0.24], [-0.15, -0.11, 0.07], [0.13, 0.03, -0.08], [-0.03, 0.13, 0.09], [-0.06, 0.09, 0.03], [0.04, -0.01, 0.27], [0.31, -0.07, 0.04], [0.28, 0.05, -0.17], [-0.08, 0.14, -0.27], [0.01, -0.05, 0.03], [0.08, -0.08, -0.29], [-0.06, -0.11, -0.24], [0.30, 0.03, 0.06], [0.10, 0.21, -0.01], [0.09, -0.01, 0.09], [0.01, -0.07, 0.01], [-0.04, 0.03, -0.02], [0.02, -0.11, 0.04], [0.02, 0.01, -0.08], [0.09, -0.23, -0.18], [0.14, -0.06, 0.09], [-0.04, 0.04, -0.02], [-0.01, -0.13, -0.16], [0.01, 0.03, 0.03], [-0.30, -0.13, -0.17], [-0.05, 0.12, 0.02], [-0.09, 0.12, -0.12], [0.13, 0.08, 0.02], [0.20, 0.21, 0.02], [-0.08, -0.05, -0.13], [0.05, 0.17, 0.07], [0.00, 0.00, -0.01], [0.20, 0.01, -0.08], [-0.06, -0.04, -0.04], [0.05, -0.03, 0.06], [0.05, 0.06, 0.02], [-0.10, -0.02, -0.03], [-0.01, -0.09, 0.00], [0.01, 0.01, 0.00], [-0.05, 0.04, -0.02], [0.11, 0.01, 0.06], [-0.01, 0.02, -0.02], [-0.01, -0.03, 0.00], [0.10, 0.04, 0.06], [-0.04, -0.06, -0.01], [-0.04, 0.07, -0.03], [0.01, 0.00, 0.01], [-0.02, 0.01, 0.01], [0.00, 0.01, -0.05], [0.06, 0.02, 0.02], [0.06, 0.01, 0.04], [-0.06, -0.03, -0.05], [0.01, 0.00, 0.00], [0.00, 0.00, 0.00], [-0.07, -0.01, -0.03], [0.01, 0.00, 0.02], [-0.02, 0.02, 0.00], [0.03, -0.09, -0.09], [-0.03, 0.06, 0.00], [0.03, 0.00, 0.05], [0.02, -0.07, -0.10], [-0.07, 0.09, 0.02], [0.00, -0.02, -0.02], [0.06, -0.07, -0.05], [-0.02, 0.08, 0.09], [0.00, -0.04, -0.01], [-0.02, 0.06, 0.12], [-0.02, -0.02, 0.04], [-0.03, -0.01, -0.07], [0.03, 0.01, 0.10], [0.01, -0.03, -0.02], [0.00, 0.00, -0.01], [0.00, -0.01, 0.00], [-0.02, 0.04, 0.07], [-0.01, 0.06, 0.05], [0.00, -0.05, -0.06], [0.01, 0.01, 0.02], [0.08, 0.06, 0.00], [0.06, 0.02, -0.04]], "mulliken_charge": [-1.58, -0.22, 0.57, -1.74, 1.11, 0.34, -0.48, -0.62, -1.37, 1.82, -1.88, 0.04, -0.84, -1.90, -0.90, -0.19, -0.21, -0.08, -0.19, 0.36, -0.24, -0.70, -0.15, -0.39, -0.18, -0.69, -0.85, 0.33, 0.44, 0.37, -0.03, 0.38, -0.17, 0.40, 0.36, 0.33, 0.61, 0.48, 0.29, 0.29, 0.42, 0.33, 0.74, 0.50, 0.44, 0.23, 0.77, 0.39, 0.18, 0.45, -0.45, 0.86, 0.45, 0.41, 0.39, -0.55, -0.71, -0.68, 0.27, 0.21, -0.59, 0.60, -0.67, 0.20, -0.56, -0.46, -0.46, -0.56, 0.19, 0.53, -0.66, 0.45, 0.71, 0.49, 0.47, 0.47, 0.39, 0.39, 0.47, -0.45, -0.47, -0.53, 0.19, 0.18, -0.57, 0.66, -0.68, 0.22, -0.73, -0.60, -0.48, -0.76, 0.38, 0.49, -0.66, 0.39, 0.39, 0.47, 0.46, 0.45, 0.48, 0.65, 0.57]}